No. 1
135
Properties=species:S:1:pos:R:3:lowdin_charge:R:1 method="wB97M-V/def2-TZVPD" e_above_lowest_kcal_mol=12.5 homo_ha=-0.180 energy_ha=-9348.373336 gap_ev=5.99 total_charge=-1
Sr 0.173 -0.762 1.104 1.28
Br -1.211 3.322 4.605 0.75
C 0.267 2.139 4.836 -0.59
C 1.040 2.274 5.999 -0.19
C 2.086 1.432 6.228 -0.64
Br 3.099 1.644 7.822 0.73
C 2.411 0.411 5.297 -0.19
C 3.445 -0.536 5.471 -0.03
C 3.656 -1.494 4.522 -0.03
C 2.855 -1.497 3.365 -0.12
N 1.903 -0.619 3.165 0.06
C 1.642 0.311 4.118 -0.14
C 0.495 1.173 3.857 -0.45
O -0.218 1.016 2.809 -0.30
H 0.792 3.043 6.717 0.09
H 4.047 -0.502 6.368 0.08
H 4.420 -2.249 4.646 0.11
H 2.993 -2.244 2.590 0.11
O -1.944 -6.791 5.061 -0.05
C -2.457 -5.673 5.243 -0.70
O -3.417 -5.327 5.959 -0.06
C -1.838 -4.524 4.402 -0.09
C -2.339 -3.233 4.502 -0.01
C -1.806 -2.239 3.704 -0.14
N -0.832 -2.457 2.817 0.00
C -0.315 -3.695 2.740 -0.20
C -0.787 -4.742 3.518 0.06
C 0.818 -3.920 1.726 -0.66
O 1.392 -5.003 1.730 0.03
O 1.060 -2.937 0.938 -0.26
H -3.144 -3.044 5.200 0.11
H -2.172 -1.217 3.764 0.09
H -0.355 -5.727 3.427 0.12
C -2.256 -3.935 -2.975 -0.04
N -1.996 -3.303 -1.692 -0.12
C -1.680 -4.197 -0.579 0.00
C -1.853 -1.977 -1.547 -0.51
C -2.054 -1.055 -2.719 0.02
O -1.566 -1.478 -0.453 -0.18
H -2.572 -4.959 -2.787 0.09
H -1.363 -3.965 -3.604 0.09
H -3.057 -3.432 -3.513 0.09
H -0.716 -4.684 -0.739 0.11
H -2.461 -4.952 -0.490 0.10
H -1.620 -3.626 0.340 0.07
H -2.019 -1.535 -3.693 0.07
H -1.269 -0.301 -2.657 0.06
H -3.015 -0.552 -2.590 0.09
C 0.029 4.353 -1.300 -0.12
N 0.175 4.456 0.226 -0.06
C -0.798 5.491 0.759 -0.12
N -2.133 5.188 0.363 -0.14
C -2.205 5.117 -1.095 -0.18
N -1.325 4.107 -1.661 -0.14
C -1.744 2.745 -1.291 -0.32
P -1.725 2.408 0.540 1.05
C -0.055 3.133 0.906 -0.31
C -2.652 3.961 1.000 -0.31
H 0.679 3.535 -1.619 0.09
H 0.367 5.313 -1.694 0.14
H 1.130 4.751 0.429 0.18
H -0.492 6.455 0.347 0.14
H -0.699 5.491 1.845 0.13
H -1.928 6.094 -1.501 0.13
H -3.231 4.894 -1.385 0.13
H -1.085 2.028 -1.782 0.02
H -2.760 2.578 -1.655 0.09
H 0.732 2.459 0.572 -0.01
H 0.023 3.289 1.981 0.05
H -2.618 4.080 2.084 0.05
H -3.701 3.850 0.714 0.08
C -4.278 0.684 2.349 -0.30
P -4.639 0.044 0.658 0.90
C -4.473 -1.750 0.994 -0.29
C -6.462 0.270 0.652 -0.40
C -6.955 1.576 0.614 -0.13
C -8.316 1.831 0.577 -0.10
C -9.219 0.775 0.555 -0.10
C -8.746 -0.527 0.575 -0.09
C -7.379 -0.777 0.626 -0.10
H -4.533 1.744 2.410 0.02
H -3.209 0.593 2.551 0.00
H -4.841 0.141 3.110 0.05
H -5.089 -2.075 1.835 0.05
H -3.427 -1.947 1.232 0.01
H -4.722 -2.336 0.108 0.04
H -6.259 2.410 0.613 0.09
H -8.674 2.853 0.559 0.10
H -10.284 0.968 0.521 0.10
H -9.441 -1.357 0.560 0.10
H -7.034 -1.802 0.653 0.09
C 4.298 -0.595 0.295 -0.04
C 5.187 0.187 -0.665 -0.64
C 6.011 1.210 0.106 -0.03
C 6.101 -0.758 -1.440 -0.03
O 4.412 0.942 -1.603 -0.16
Si 2.987 0.578 -2.344 -0.15
S 1.284 0.908 -1.227 0.38
O 3.197 -0.974 -2.855 -0.15
C 2.302 -1.930 -3.429 -0.64
C 3.189 -2.976 -4.092 -0.03
C 1.407 -1.259 -4.467 -0.03
C 1.465 -2.571 -2.328 -0.03
O 2.907 1.609 -3.633 -0.17
C 3.920 2.005 -4.557 -0.65
C 4.703 3.167 -3.952 -0.03
C 4.860 0.852 -4.898 -0.02
C 3.180 2.460 -5.810 -0.03
H 4.917 -1.127 1.020 0.09
H 3.685 -1.329 -0.232 0.08
H 3.638 0.085 0.836 0.07
H 6.671 0.715 0.821 0.09
H 5.350 1.886 0.651 0.09
H 6.619 1.798 -0.584 0.08
H 6.726 -1.332 -0.754 0.09
H 6.751 -0.186 -2.107 0.08
H 5.504 -1.447 -2.037 0.08
H 3.813 -2.511 -4.858 0.08
H 2.584 -3.757 -4.556 0.09
H 3.839 -3.437 -3.347 0.09
H 2.007 -0.809 -5.260 0.08
H 0.810 -0.472 -4.003 0.06
H 0.733 -1.994 -4.916 0.09
H 2.090 -2.998 -1.543 0.09
H 0.845 -3.370 -2.743 0.08
H 0.820 -1.824 -1.866 0.03
H 5.191 2.846 -3.032 0.07
H 4.021 3.987 -3.717 0.08
H 5.458 3.532 -4.652 0.08
H 5.388 0.507 -4.009 0.07
H 5.594 1.177 -5.638 0.09
H 4.299 0.011 -5.308 0.08
H 2.483 3.262 -5.559 0.08
H 2.608 1.630 -6.229 0.08
H 3.880 2.823 -6.566 0.08

***

No. 2
149
Properties=species:S:1:pos:R:3:lowdin_charge:R:1 method="wB97M-V/def2-TZVPD" homo_ha=-0.314 energy_ha=-5007.452338 gap_ev=7.80
C -0.550 1.688 5.170 0.02
C -1.778 2.305 5.833 -0.48
O -1.682 2.843 6.912 0.12
O -3.007 2.294 5.195 -0.05
C -3.380 3.588 4.700 -0.17
C -2.792 3.892 3.286 -0.14
C -2.664 2.565 2.520 -0.17
C -2.317 2.787 1.009 -0.16
C -1.600 1.581 0.420 -0.22
C -2.388 0.499 0.109 0.04
C -1.834 -0.660 -0.451 -0.09
C -2.794 -1.804 -0.727 0.02
B -3.673 -2.113 0.606 -0.57
O -4.806 -1.351 0.908 0.13
O -3.374 -3.121 1.503 0.16
C -0.444 -0.670 -0.721 -0.07
C 0.220 -1.893 -1.411 -0.71
O 0.789 -1.595 -2.484 -0.07
O 0.129 -3.031 -0.937 0.00
C 0.282 0.437 -0.369 -0.54
Cl 1.994 0.333 -0.714 0.81
N -0.263 1.542 0.206 -0.11
P 0.649 3.027 0.732 0.97
C 1.033 3.844 -0.899 -0.22
O 2.063 2.615 1.449 -0.29
H -0.865 0.783 4.629 0.08
H 0.242 1.502 5.896 0.09
H -0.150 2.376 4.407 0.08
H -3.118 4.361 5.435 0.12
H -4.477 3.600 4.628 0.12
H -1.848 4.449 3.349 0.12
H -3.548 4.512 2.781 0.12
H -1.919 1.879 2.934 0.09
H -3.647 2.069 2.547 0.13
H -3.277 2.829 0.483 0.10
H -1.826 3.743 0.811 0.08
H -3.457 0.561 0.288 0.13
H -3.523 -1.451 -1.473 0.13
H -2.270 -2.721 -1.018 0.11
H -4.578 -0.638 1.516 0.10
H -2.449 -3.043 1.774 0.11
H 0.996 3.147 -1.745 0.04
H 2.016 4.337 -0.832 0.04
H 0.282 4.640 -1.003 0.04
H 2.771 2.919 0.856 0.02
C 7.181 1.074 -0.965 -0.01
C 5.953 1.847 -0.548 -0.32
C 5.808 3.177 -1.238 -0.09
O 5.071 3.931 -0.265 0.05
C 5.368 3.406 0.954 -0.58
O 5.075 3.915 1.987 0.16
O 6.025 2.229 0.835 0.10
H 7.206 0.932 -2.046 0.09
H 8.088 1.590 -0.650 0.08
H 7.192 0.094 -0.486 0.09
H 5.056 1.233 -0.676 0.14
H 5.251 3.106 -2.172 0.14
H 6.763 3.677 -1.427 0.10
C -1.369 -6.685 0.687 -0.01
C -2.574 -6.870 1.558 -0.33
C -2.267 -7.319 2.964 -0.09
O -3.460 -8.026 3.324 0.07
C -4.007 -8.496 2.174 -0.56
O -4.891 -9.289 2.125 0.16
O -3.409 -7.942 1.088 0.09
H -0.665 -5.992 1.138 0.06
H -0.864 -7.635 0.499 0.10
H -1.664 -6.292 -0.288 0.09
H -3.168 -5.950 1.548 0.15
H -2.092 -6.486 3.642 0.14
H -1.422 -8.010 3.022 0.14
C -8.805 4.397 6.435 -0.02
C -8.119 5.617 5.868 -0.34
C -8.006 5.617 4.365 -0.10
O -6.826 6.400 4.150 0.06
C -6.051 6.265 5.259 -0.56
O -4.920 6.619 5.335 0.16
O -6.741 5.669 6.265 0.09
H -9.795 4.264 5.998 0.09
H -8.211 3.500 6.257 0.09
H -8.914 4.492 7.516 0.09
H -8.609 6.527 6.229 0.16
H -8.865 6.072 3.878 0.14
H -7.844 4.620 3.945 0.14
C -5.034 2.717 -5.035 -0.02
C -4.739 3.161 -3.623 -0.31
C -3.648 2.374 -2.945 -0.11
O -4.016 2.472 -1.571 0.02
C -5.360 2.643 -1.516 -0.55
O -6.006 2.553 -0.521 0.16
O -5.861 2.914 -2.750 0.09
H -4.133 2.742 -5.649 0.09
H -5.447 1.707 -5.045 0.09
H -5.782 3.368 -5.489 0.09
H -4.526 4.234 -3.602 0.16
H -2.663 2.794 -3.108 0.13
H -3.632 1.320 -3.216 0.13
C -0.466 -3.082 -5.414 -0.02
C -1.087 -1.723 -5.622 -0.32
C -0.201 -0.740 -6.343 -0.09
O -0.658 0.517 -5.820 0.07
C -1.159 0.265 -4.587 -0.54
O -1.439 1.101 -3.782 0.12
O -1.299 -1.056 -4.372 0.08
H -0.144 -3.516 -6.362 0.09
H 0.390 -3.016 -4.738 0.07
H -1.182 -3.760 -4.949 0.09
H -2.056 -1.822 -6.122 0.16
H -0.323 -0.778 -7.424 0.14
H 0.857 -0.853 -6.097 0.14
C 1.973 -5.785 1.600 -0.03
C 2.320 -5.415 3.019 -0.32
C 3.444 -6.225 3.609 -0.09
O 3.130 -6.205 5.008 0.06
C 1.784 -6.053 5.114 -0.56
O 1.168 -6.192 6.120 0.16
O 1.237 -5.723 3.915 0.07
H 2.842 -5.715 0.949 0.08
H 1.571 -6.795 1.543 0.08
H 1.201 -5.118 1.212 0.08
H 2.523 -4.342 3.092 0.16
H 4.421 -5.782 3.427 0.14
H 3.453 -7.263 3.268 0.14
C 8.682 6.590 -5.057 -0.02
C 9.008 6.447 -3.590 -0.33
C 10.442 6.077 -3.310 -0.09
O 10.334 5.367 -2.070 0.08
C 9.092 4.832 -2.024 -0.54
O 8.737 4.021 -1.228 0.15
O 8.304 5.338 -3.006 0.09
H 9.341 7.314 -5.536 0.09
H 8.769 5.631 -5.569 0.09
H 7.652 6.923 -5.185 0.09
H 8.719 7.353 -3.049 0.16
H 11.087 6.946 -3.202 0.14
H 10.869 5.406 -4.059 0.14
C 2.487 -4.881 -3.366 -0.02
C 3.245 -5.980 -2.656 -0.34
C 3.255 -7.292 -3.395 -0.10
O 3.359 -8.237 -2.326 0.07
C 2.813 -7.654 -1.226 -0.54
O 2.563 -8.231 -0.218 0.16
O 2.593 -6.324 -1.437 0.07
H 2.878 -4.730 -4.374 0.09
H 1.421 -5.108 -3.429 0.09
H 2.568 -3.946 -2.812 0.08
H 4.261 -5.651 -2.416 0.16
H 4.095 -7.385 -4.080 0.14
H 2.327 -7.486 -3.940 0.14